Computed, not measured: a cluster of 3 separate species, C16H42N4O12P3 in total, with the ωB97M-V functional and the def2-TZVPD basis.

Last column: Löwdin charge in e.
Atoms and positions in Å:
C: 2.927 0.322 0.585  -0.0451
C: 2.183 1.012 1.728  -0.1838
O: 0.863 1.411 1.312  -0.0729
N: 0.947 2.450 0.423  0.1088
C: -0.121 2.824 -0.243  -0.3099
N: -0.006 3.921 -1.038  0.0967
C: -1.037 4.193 -2.049  -0.1375
C: -2.277 3.303 -1.915  -0.1152
C: -2.530 2.780 -0.499  -0.4224
C: -3.634 1.702 -0.599  -0.1513
C: -4.324 1.228 0.671  -0.1979
C: -5.598 0.403 0.338  -0.1809
C: -6.828 0.858 1.128  -0.2811
N: -8.109 0.589 0.459  -0.0064
P: -3.001 4.091 0.686  0.4767
O: -4.402 4.497 0.556  -0.2232
O: -1.959 5.287 0.532  -0.0992
O: -2.621 3.430 2.088  -0.0980
N: -1.252 2.091 -0.106  0.1668
H: 2.236 -0.100 -0.141  0.0740
H: 3.547 1.045 0.054  0.0760
H: 3.589 -0.459 0.944  0.0834
H: 2.751 1.872 2.081  0.1239
H: 2.047 0.342 2.570  0.1259
H: 1.824 2.939 0.324  0.1808
H: 0.260 4.741 -0.514  0.1486
H: -1.319 5.237 -1.957  0.1182
H: -0.629 4.081 -3.051  0.1234
H: -2.136 2.420 -2.539  0.1271
H: -3.167 3.808 -2.282  0.1364
H: -3.111 0.844 -1.027  0.1321
H: -4.356 2.034 -1.339  0.1246
H: -4.645 2.054 1.295  0.0715
H: -3.665 0.594 1.265  0.1161
H: -5.418 -0.658 0.492  0.1128
H: -5.841 0.555 -0.714  0.1017
H: -6.840 0.389 2.113  0.1067
H: -6.765 1.931 1.310  0.1062
H: -8.524 1.455 0.153  0.0608
H: -7.984 0.019 -0.366  0.0566
H: -2.433 6.121 0.656  0.1123
H: -3.387 3.464 2.672  0.1042
H: -1.332 1.718 0.840  0.1477
C: 1.199 0.635 -3.008  -0.1090
O: 1.882 -0.614 -3.091  -0.2189
P: 2.201 -1.163 -4.551  0.3241
O: 2.859 -0.223 -5.447  -0.2060
O: 0.806 -1.665 -5.128  -0.2074
C: -0.052 -2.475 -4.315  -0.0868
O: 2.999 -2.460 -4.148  -0.2135
C: 3.512 -3.278 -5.217  -0.0686
H: 1.837 1.344 -2.480  0.0811
H: 0.959 1.040 -3.992  0.0907
H: 0.275 0.486 -2.443  0.0788
H: -0.810 -1.845 -3.848  0.0838
H: 0.505 -3.006 -3.544  0.0878
H: -0.540 -3.196 -4.966  0.0932
H: 2.748 -3.985 -5.537  0.0910
H: 4.367 -3.819 -4.825  0.0918
H: 3.827 -2.664 -6.059  0.0902
C: 6.297 -2.954 4.580  -0.0741
O: 5.325 -3.220 3.552  -0.2150
P: 3.800 -3.170 3.954  0.3136
O: 3.349 -1.942 4.604  -0.2280
O: 3.542 -4.473 4.821  -0.2090
C: 4.068 -5.736 4.387  -0.0787
O: 3.138 -3.472 2.546  -0.2235
C: 1.706 -3.522 2.495  -0.0870
H: 6.877 -2.083 4.288  0.0914
H: 5.825 -2.764 5.543  0.0901
H: 6.954 -3.818 4.660  0.0908
H: 5.004 -5.935 4.907  0.0904
H: 4.239 -5.753 3.311  0.0890
H: 3.343 -6.501 4.650  0.0923
H: 1.361 -4.525 2.745  0.0911
H: 1.411 -3.283 1.477  0.0853
H: 1.264 -2.800 3.182  0.0841

Properties
E_LUMO: -2.52 eV
Spin multiplicity: 1
HOMO: -11.11 eV
HOMO-LUMO gap: 8.59 eV
Total charge: +1

***

Computed, not measured: a structure of composition C3H3N5, with the ωB97M-V functional and the def2-TZVPD basis.

Last column: Löwdin charge in e.
Atoms and positions in Å:
C: 0.879 0.862 0.223  -0.5722
C: -0.821 0.079 -1.275  -0.1142
C: -0.283 -1.254 0.462  -0.1719
H: -0.539 1.904 1.525  0.1798
H: -1.228 0.430 -2.141  0.0795
H: -0.567 -2.039 1.164  0.1143
N: 0.674 1.456 1.423  0.0666
N: 0.222 0.884 -0.965  0.0982
N: -1.277 -0.865 -0.333  0.1002
N: 1.115 -1.271 0.097  0.0691
N: 1.825 -0.186 -0.182  0.1506

Properties
E_LUMO: -1.07 eV
Spin multiplicity: 1
HOMO: -10.08 eV
HOMO-LUMO gap: 9.01 eV
ΔE to the lowest compared entry with this formula, charge and spin: 451.4 kJ/mol
Total charge: 0

***

Computed, not measured: a cluster of 4 separate species, C19H38N2O8PS4 in total, with the ωB97M-V functional and the def2-TZVPD basis.

Last column: Löwdin charge in e.
Atoms and positions in Å:
C: -1.577 -0.237 -0.745  -0.1047
C: -1.364 -0.115 0.766  -0.2613
C: -0.167 0.771 1.113  -0.1747
C: 1.132 -0.033 1.031  -0.0972
N: 2.278 0.770 0.567  -0.0186
C: 3.187 1.430 1.364  0.0061
C: 4.036 2.061 0.554  -0.0299
N: 3.647 1.800 -0.757  -0.1052
P: 4.302 2.286 -2.319  0.1083
O: 3.101 3.139 -2.892  -0.1517
O: 5.356 3.380 -1.864  -0.1429
S: 4.827 0.827 -3.370  0.4241
C: 2.576 1.007 -0.690  -0.0684
H: -2.045 0.677 -1.115  0.0816
H: -0.608 -0.357 -1.248  0.0608
H: -2.222 -1.081 -0.983  0.0469
H: -1.276 -1.105 1.222  0.1089
H: -2.258 0.340 1.201  0.0984
H: -0.258 1.228 2.099  0.1159
H: -0.115 1.591 0.386  0.1166
H: 1.423 -0.418 2.009  0.1411
H: 1.044 -0.880 0.351  0.1345
H: 3.166 1.384 2.442  0.1172
H: 4.881 2.679 0.807  0.1219
H: 3.029 4.041 -2.550  0.1044
H: 5.582 3.449 -0.931  0.0725
H: 2.039 0.627 -1.546  0.1686
C: -7.008 -0.863 1.797  -0.2176
C: -7.233 -2.159 1.006  -0.2043
C: -6.135 -2.244 -0.063  -0.2168
S: -4.726 -1.357 0.612  0.6585
O: -4.483 -0.171 -0.176  -0.3307
O: -3.645 -2.265 0.913  -0.3211
C: -5.519 -0.829 2.131  -0.2280
H: -7.615 -0.825 2.699  0.1158
H: -7.268 0.000 1.180  0.1193
H: -7.162 -3.015 1.680  0.1177
H: -8.219 -2.185 0.547  0.1165
H: -5.820 -3.260 -0.280  0.1081
H: -6.411 -1.742 -0.987  0.0961
H: -5.142 0.156 2.396  0.1047
H: -5.262 -1.554 2.903  0.1083
C: 7.965 2.143 4.398  -0.2136
C: 8.109 0.908 3.497  -0.2094
C: 7.106 -0.140 3.994  -0.2120
S: 5.756 0.782 4.746  0.6744
O: 5.708 0.497 6.151  -0.2943
O: 4.553 0.636 3.950  -0.3548
C: 6.468 2.411 4.509  -0.2271
H: 8.493 3.005 3.995  0.1181
H: 8.376 1.933 5.387  0.1247
H: 7.882 1.179 2.463  0.1111
H: 9.122 0.512 3.513  0.1183
H: 6.696 -0.760 3.201  0.1019
H: 7.524 -0.772 4.775  0.1095
H: 6.181 3.036 5.351  0.1119
H: 6.061 2.820 3.584  0.0934
C: -3.346 -0.567 -5.426  -0.2193
C: -3.094 -1.968 -6.002  -0.2101
C: -3.450 -2.982 -4.908  -0.2127
S: -4.712 -2.194 -3.893  0.6659
O: -4.185 -1.980 -2.567  -0.3269
O: -5.977 -2.861 -4.054  -0.3157
C: -4.716 -0.628 -4.761  -0.2228
H: -3.316 0.200 -6.198  0.1158
H: -2.584 -0.327 -4.681  0.1144
H: -3.731 -2.125 -6.874  0.1185
H: -2.062 -2.093 -6.325  0.1135
H: -3.863 -3.910 -5.295  0.1039
H: -2.607 -3.198 -4.254  0.1036
H: -4.904 0.164 -4.039  0.1098
H: -5.521 -0.668 -5.494  0.1104

Properties
E_LUMO: -2.71 eV
Spin multiplicity: 1
HOMO: -11.77 eV
HOMO-LUMO gap: 9.07 eV
Total charge: +1

***

Computed, not measured: an isolated molecule of C6H8, with the ωB97M-V functional and the def2-TZVPD basis.

Last column: Löwdin charge in e.
Atoms and positions in Å:
C: 2.943 -0.622 -0.069  0.0978
C: 1.819 -0.232 0.149  -0.1036
C: 0.418 0.141 0.443  -0.3074
C: -0.503 1.154 -0.326  -0.1378
C: -1.666 0.161 -0.077  -0.1913
C: -0.638 -0.957 0.066  -0.1566
H: 3.968 -0.862 -0.301  0.0249
H: 0.356 0.524 1.471  0.1383
H: -0.652 2.107 0.181  0.0958
H: -0.228 1.345 -1.371  0.1119
H: -2.121 0.329 0.911  0.1081
H: -2.449 0.072 -0.834  0.0998
H: -0.370 -1.328 -0.930  0.1119
H: -0.878 -1.832 0.687  0.1082

Properties
E_LUMO: 1.16 eV
Spin multiplicity: 1
HOMO: -9.81 eV
HOMO-LUMO gap: 10.97 eV
ΔE to the lowest compared entry with this formula, charge and spin: 185.7 kJ/mol
SMILES: C#CC1CCC1
Total charge: 0